[1]
156
Properties=species:S:1:pos:R:3:forces:R:3 method="wB97M-V/def2-TZVPD" lumo_energy_ev=-7.9 spin_multiplicity=1 mol_weight_g_mol=1159.0 e_tot_ha=-7616.314831 total_charge=+2
Zn 5.3343 -1.6669 -2.0020 -3.073 0.208 1.043
Zn -2.2099 0.0136 -1.9962 -0.095 -0.357 0.133
Cl -0.7552 -2.3493 -4.0975 -2.061 -0.103 -1.982
O 0.6000 -2.6201 -4.3878 1.248 0.013 0.026
O -1.2357 -3.2263 -3.0785 -0.185 -0.269 0.473
O -0.9089 -0.9668 -3.6653 0.124 1.849 1.837
O -1.5676 -2.3993 -5.2967 0.448 -0.805 0.597
Cl 0.5921 -0.4585 0.2505 1.413 1.189 0.401
O 0.5904 0.8750 0.7908 -0.343 0.058 0.670
O 1.6099 -0.4886 -0.7494 1.171 -0.471 -1.002
O 0.8761 -1.4432 1.2579 -0.370 0.037 0.014
O -0.6561 -0.7160 -0.3831 -2.044 -0.648 -0.533
C -1.6746 3.6269 1.9915 -0.258 0.408 -0.035
C -2.9775 3.1193 2.6284 1.133 -0.695 -0.089
C -4.0649 2.7574 1.6032 0.490 -0.316 -0.250
C -3.6657 1.8967 0.4488 1.656 -1.669 -2.264
N -3.2819 1.2566 -0.4670 -1.274 2.055 3.358
H -1.8858 4.5273 1.4148 0.045 0.307 0.084
H -1.1844 2.9542 1.2877 -0.258 -0.514 0.094
H -0.9250 3.8589 2.7481 -0.112 0.141 0.073
H -3.3991 3.8562 3.3122 -0.064 0.217 -0.267
H -2.7191 2.2940 3.2920 -0.201 -0.360 -0.225
H -4.3407 3.7202 1.1728 -0.702 -0.195 -0.126
H -4.8683 2.2231 2.1103 -0.369 0.368 -0.261
C 4.0647 -3.0779 4.0543 0.194 -0.443 -1.071
C 5.1968 -2.4910 3.1782 -1.032 0.470 0.753
C 6.1649 -1.6354 3.9964 0.913 0.422 0.099
C 5.5634 -0.5722 4.8319 -1.271 1.437 1.176
N 5.0931 0.2624 5.5068 1.069 -1.871 -1.769
H 4.4455 -3.6914 4.8710 -0.039 0.360 0.203
H 3.4865 -3.7603 3.4313 -0.118 -0.114 -0.059
H 3.3548 -2.3116 4.3655 0.306 0.019 0.420
H 4.7274 -1.8243 2.4548 -0.149 0.125 -0.147
H 5.6801 -3.2482 2.5608 0.389 -0.075 0.436
H 6.8821 -1.1376 3.3439 -0.027 0.182 -0.244
H 6.8365 -2.1790 4.6610 -0.305 -0.494 0.110
C -2.9472 -1.0838 2.7660 1.072 0.676 0.582
C -3.7596 -2.1617 2.1332 -0.432 0.016 -0.163
C -5.3009 -2.0004 2.3385 1.146 -0.281 0.108
C -5.8207 -0.8052 1.7072 -0.940 2.603 -1.567
N -6.2183 0.1478 1.1523 0.994 -2.175 1.330
H -2.9747 -1.0117 3.8532 -0.704 0.056 0.084
H -3.1359 -0.1198 2.2934 -0.063 0.163 0.192
H -1.8901 -1.3052 2.6192 0.158 0.019 -0.396
H -3.4176 -3.1050 2.5590 -0.355 -0.217 -0.177
H -3.4725 -2.0854 1.0845 -0.383 -0.539 -0.199
H -5.4439 -1.9132 3.4156 -0.389 -0.209 0.007
H -5.8550 -2.8431 1.9250 0.000 -0.125 0.271
C 2.2508 -6.7345 -1.1065 0.012 -0.571 -0.771
C 1.3050 -5.5739 -1.3828 0.840 -1.983 -0.230
C 1.6679 -4.3409 -0.6517 0.176 1.904 -0.060
C 2.9131 -3.6509 -1.1018 2.389 0.988 -0.425
N 3.9198 -3.1120 -1.3856 -2.115 -1.296 0.541
H 1.8348 -7.6338 -1.5606 0.000 -0.050 -0.090
H 2.3883 -6.9993 -0.0581 0.132 0.401 0.103
H 3.1955 -6.5724 -1.6255 0.293 -0.036 0.369
H 0.3299 -5.9415 -1.0630 -0.238 0.716 -0.331
H 1.3363 -5.3533 -2.4498 -0.507 -0.127 -0.028
H 1.7432 -4.4359 0.4316 0.032 -0.046 -0.008
H 0.8542 -3.6615 -0.9056 0.067 0.695 0.380
C 0.2023 -6.9703 2.8119 -0.816 -0.465 -0.257
C -0.6158 -6.1763 1.7781 0.461 0.782 0.983
C -0.6823 -4.6263 2.0727 0.420 -0.582 -0.654
C -1.0123 -4.1866 3.4077 -1.104 0.450 2.799
N -1.2949 -3.7710 4.4620 0.581 -0.766 -2.079
H 0.0711 -8.0397 2.6466 -0.051 -0.072 -0.255
H -0.1751 -6.8338 3.8253 0.402 0.396 0.082
H 1.2726 -6.8023 2.6923 -0.032 0.355 0.377
H -1.6551 -6.4963 1.7037 0.138 -0.334 0.062
H -0.1157 -6.3579 0.8268 -0.369 0.348 -0.159
H -1.4321 -4.1796 1.4199 0.127 0.150 -0.231
H 0.2615 -4.1020 1.9232 0.174 -0.148 -0.539
C -3.3003 0.3874 -7.1856 0.433 -0.007 -0.009
C -4.6712 0.0989 -6.6640 -0.986 -0.484 -0.405
C -5.0998 1.0611 -5.5503 -0.068 -0.131 -0.492
C -4.3178 0.8442 -4.3475 1.551 -0.874 3.569
N -3.7313 0.6214 -3.3506 -1.537 0.726 -3.586
H -3.2418 1.4344 -7.4830 0.097 0.052 -0.124
H -3.0741 -0.2327 -8.0530 0.110 0.027 0.114
H -2.5566 0.2092 -6.4089 0.203 -0.092 -0.077
H -4.8306 -0.9382 -6.3689 0.484 -0.073 0.485
H -5.4026 0.1517 -7.4705 -0.089 0.578 -0.082
H -6.1644 0.9340 -5.3539 0.053 0.062 0.372
H -4.9367 2.0912 -5.8671 -0.047 0.093 -0.011
C 3.7323 1.6061 -6.0722 0.395 -0.903 0.229
C 2.4544 1.6455 -5.2427 -0.640 0.080 -0.395
C 2.5393 1.2846 -3.7488 1.180 -0.857 -0.347
C 3.3012 -0.0093 -3.5880 -0.082 -0.368 0.791
N 3.8758 -0.9954 -3.3629 0.525 1.607 -0.049
H 4.5563 2.1088 -5.5658 -0.053 0.377 -0.122
H 3.5923 2.0000 -7.0789 -0.109 0.314 0.255
H 4.0938 0.5928 -6.2468 -0.106 -0.258 0.143
H 1.6813 0.9709 -5.6106 0.113 0.032 -0.521
H 2.0708 2.6554 -5.3876 -0.302 0.025 0.566
H 1.5739 1.1533 -3.2599 -0.094 -0.187 -0.122
H 3.0956 2.0229 -3.1714 0.205 0.002 0.092
C 1.1067 1.9490 4.3982 -0.662 0.180 -0.273
C -0.2050 1.1366 4.3258 1.030 0.327 0.099
C -0.0061 -0.2840 4.8308 0.105 -0.188 1.242
C 0.6798 -0.4183 6.1568 2.374 -0.495 3.722
N 1.2824 -0.6073 7.1727 -2.685 0.902 -4.426
H 0.9080 2.8833 3.8731 0.299 0.278 0.155
H 1.9224 1.4542 3.8710 -0.043 -0.230 -0.089
H 1.4689 2.1482 5.4067 -0.230 -0.004 0.026
H -0.5099 1.1226 3.2794 -0.020 -0.349 -0.109
H -1.0229 1.6309 4.8498 0.164 0.061 0.323
H 0.6433 -0.8542 4.1665 -0.383 -0.155 -0.335
H -0.9779 -0.7514 4.9894 0.131 -0.421 -0.402
C -5.0053 -3.3074 -4.3411 -0.028 0.864 0.271
C -5.2360 -4.1654 -3.1141 1.538 -0.989 0.241
C -5.3795 -3.3859 -1.7762 -0.609 0.200 -0.572
C -4.3657 -2.3494 -1.5837 1.498 1.532 -0.197
N -3.5345 -1.5453 -1.4598 -1.308 -1.636 -0.397
H -4.9032 -3.7985 -5.3089 -0.460 -0.513 0.298
H -4.0721 -2.7470 -4.2852 0.016 0.228 0.324
H -5.8497 -2.6183 -4.3536 0.024 0.333 -0.544
H -4.3656 -4.8010 -2.9513 0.051 -0.271 -0.258
H -6.0751 -4.8397 -3.2853 -0.176 0.206 0.417
H -5.3222 -4.0009 -0.8781 -0.120 -0.352 -0.184
H -6.3729 -2.9384 -1.8101 0.053 0.449 0.406
C 1.4984 4.2052 -0.8135 -1.677 0.299 -1.202
C 0.1164 4.8294 -1.2671 1.203 0.462 2.176
C -0.4644 4.3130 -2.5602 0.188 0.958 0.153
C -0.9114 2.9508 -2.3545 -0.392 -2.798 -0.633
N -1.2373 1.8398 -2.2409 0.983 2.396 -0.245
H 1.7535 4.5016 0.2040 -0.131 -0.151 -0.136
H 2.2598 4.5755 -1.5000 0.202 -0.140 0.054
H 1.3798 3.1268 -0.9184 0.424 -0.172 0.333
H 0.2761 5.9072 -1.2367 -0.272 0.104 -0.656
H -0.6223 4.6707 -0.4814 0.025 -0.173 0.120
H 0.2705 4.4614 -3.3514 -0.082 -0.681 -0.275
H -1.3236 4.9228 -2.8396 -0.165 -0.093 -0.021
C 4.7172 3.2110 0.3966 0.427 0.455 0.486
C 3.6657 2.4986 1.1853 -1.586 -1.028 -0.771
C 4.0608 1.0830 1.6257 0.212 0.416 0.773
C 4.6393 0.2445 0.5795 1.074 -2.349 -3.037
N 5.0413 -0.4516 -0.2934 -0.825 2.137 2.259
H 4.8332 2.7961 -0.6046 -0.211 0.266 -0.164
H 5.6966 3.1206 0.8664 0.091 0.067 0.161
H 4.4689 4.2722 0.4106 0.187 0.004 -0.566
H 2.7555 2.3419 0.6065 0.081 0.131 -0.447
H 3.2341 3.0416 2.0261 0.734 -0.021 0.418
H 3.1955 0.5729 2.0489 -0.074 -0.301 -0.157
H 4.7590 1.2324 2.4493 0.454 -0.587 0.002
C 1.7075 6.1850 2.6461 0.524 0.010 -0.168
C 1.0935 7.2544 1.7507 1.356 -0.463 0.549
C 1.2511 8.6373 2.4548 -1.964 -0.629 -0.178
C 2.5099 9.3431 2.4863 2.207 0.714 -0.653
N 3.5093 9.9390 2.4659 -1.654 -1.054 0.124
H 1.2666 6.2661 3.6397 0.019 -0.361 0.031
H 2.7867 6.3057 2.7396 0.072 0.096 0.127
H 1.5426 5.1995 2.2106 -0.158 -0.182 0.272
H 0.0803 6.8744 1.6199 -0.416 1.058 -0.070
H 1.5910 7.2061 0.7820 -0.058 0.340 -0.140
H 0.9542 8.4692 3.4900 -0.061 0.134 0.142
H 0.4923 9.3032 2.0437 0.106 0.280 0.003


[2]
33
Properties=species:S:1:pos:R:3:forces:R:3 method="wB97M-V/def2-TZVPD" de_lowest_ev=0.0998 lumo_energy_ev=0.1 spin_multiplicity=1 mol_weight_g_mol=567.1 e_tot_ha=-1255.099681 total_charge=0
Au 0.8637 -0.2728 1.8011 -0.051 0.157 -0.222
C -3.7787 4.2099 -1.5087 0.001 0.029 -0.002
O -4.2958 2.8989 -1.6349 -0.007 0.002 -0.010
C -3.5818 1.8925 -1.0767 0.035 -0.053 0.039
C -4.1508 0.6020 -1.2418 -0.064 0.011 -0.042
C -3.5101 -0.4663 -0.7085 0.032 -0.003 0.020
C -2.2815 -0.3682 0.0117 0.013 0.144 0.016
C -1.7249 -1.5564 0.5601 0.019 -0.105 0.054
C -2.4362 -2.8827 0.3613 0.003 0.008 -0.005
O -0.6684 -1.6604 1.2347 -0.044 -0.042 -0.010
C -1.6903 0.9460 0.1623 -0.043 -0.046 -0.057
O -0.5932 1.1993 0.7398 0.007 -0.116 0.123
C -2.4078 2.0559 -0.4021 0.014 0.054 -0.015
H -4.4808 4.8633 -2.0194 -0.003 -0.007 -0.001
H -2.7954 4.2930 -1.9775 0.000 -0.004 0.001
H -3.7027 4.5054 -0.4595 0.002 -0.009 0.001
H -5.0806 0.5059 -1.7845 0.006 -0.010 0.006
H -3.9613 -1.4393 -0.8404 -0.001 0.001 0.001
H -3.4411 -2.8599 0.7830 -0.002 0.001 -0.004
H -1.8569 -3.6538 0.8610 0.008 0.007 0.000
H -2.5209 -3.1276 -0.6978 -0.007 -0.001 0.003
H -1.9480 3.0231 -0.2629 0.005 -0.008 0.001
I 3.1194 0.6375 2.5298 0.100 0.027 0.075
C 4.4804 -0.5432 1.4156 -0.018 -0.075 0.003
C 5.7632 -0.0539 1.2217 -0.009 0.003 0.012
C 6.6264 -0.8512 0.4886 0.002 0.008 0.002
C 6.1725 -2.0657 -0.0046 0.002 -0.021 -0.012
C 4.8654 -2.4400 0.2566 0.019 0.025 0.006
N 4.0257 -1.6827 0.9646 -0.037 0.016 0.015
H 6.0680 0.9036 1.6187 0.010 -0.002 -0.003
H 7.6408 -0.5242 0.3019 -0.001 0.007 0.003
H 6.8175 -2.7111 -0.5840 0.001 0.004 0.002
H 4.4641 -3.3770 -0.1094 0.006 -0.001 -0.002


[3]
28
Properties=species:S:1:pos:R:3:forces:R:3 method="wB97M-V/def2-TZVPD" de_lowest_ev=1.7515 lumo_energy_ev=0.8 spin_multiplicity=1 mol_weight_g_mol=190.2 e_tot_ha=-612.286379 total_charge=0 smiles=Cc1ccc(O)cc1.Cc1c[nH]cn1
C 0.3954 -2.7466 2.8937 0.461 -0.657 -0.807
C -1.4063 0.2433 3.0819 -0.476 -0.027 1.583
C -0.6146 -1.7342 3.2697 -0.094 0.211 -0.683
C -1.9718 -1.8707 3.2802 0.412 -0.189 1.215
N -0.2871 -0.3937 3.2270 0.726 -0.048 -1.217
N -2.4636 -0.5846 3.3073 -0.727 0.074 -1.257
H -1.5619 1.3014 2.9951 0.186 0.249 -0.052
H -3.4012 -0.3597 3.0139 -0.049 0.033 0.278
H -2.5467 -2.7307 3.5745 -0.279 -0.045 -0.450
H 0.1177 -3.7819 3.0876 -0.001 0.069 0.623
H 1.3936 -2.5088 3.2325 0.134 -0.072 0.586
H 0.5263 -2.7772 1.7980 -0.274 0.413 0.143
C 1.7951 -1.0774 -2.4394 0.960 -0.582 0.806
C -0.0023 2.7586 -2.1671 -0.642 1.179 0.252
C 0.5957 2.2057 -1.0458 -0.028 -0.845 0.302
C -0.0126 2.1271 -3.3905 0.347 -1.097 0.036
C 1.1159 0.9176 -1.1193 0.440 0.695 -0.117
C 0.5714 0.8627 -3.4415 0.054 0.196 -0.235
C 1.2000 0.2924 -2.3497 -0.681 -0.925 -0.241
O -0.7285 3.9169 -1.9424 0.285 0.666 -0.504
H 0.5849 2.7159 -0.0931 -0.212 0.179 -0.084
H -0.7780 4.4920 -2.7334 0.113 -0.745 0.534
H -0.5031 2.5054 -4.2753 -0.173 0.265 0.141
H 1.4826 0.3893 -0.2429 0.035 0.313 0.015
H 0.4610 0.2420 -4.3178 0.198 0.186 -0.368
H 1.6545 -1.6047 -1.4962 -0.458 -0.168 0.048
H 2.8880 -1.0571 -2.4619 0.111 0.349 -0.380
H 1.4956 -1.7430 -3.2451 -0.369 0.322 -0.167


no.,HOMO level (eV)
1,-13.8619
2,-7.2496
3,-8.3844